Record 1
{
  "formula": "C58H64BF2N2O2P2ReTe",
  "method": "wB97M-V/def2-TZVPD",
  "e_tot_ha": -3762.10691,
  "multiplicity": 4,
  "de_lowest_kj_mol": 0.0,
  "homo_energy_ev": [-9.9, -10.2],
  "total_charge": 1,
  "symbols": ["Re", "C", "C", "C", "C", "C", "C", "C", "N", "C", "C", "C", "C", "C", "C", "O", "C", "C", "C", "C", "C", "C", "C", "C", "C", "O", "C", "C", "C", "C", "C", "C", "H", "H", "H", "H", "H", "H", "H", "H", "H", "H", "H", "H", "H", "H", "H", "H", "H", "H", "H", "H", "H", "H", "H", "H", "H", "H", "H", "H", "H", "H", "H", "H", "H", "H", "H", "H", "H", "H", "H", "H", "Te", "C", "C", "C", "N", "C", "C", "C", "P", "C", "C", "C", "C", "C", "C", "C", "C", "C", "C", "C", "C", "P", "C", "C", "C", "C", "C", "C", "C", "C", "C", "C", "C", "C", "H", "H", "H", "H", "H", "H", "H", "H", "H", "H", "H", "H", "H", "H", "H", "H", "H", "H", "H", "H", "H", "H", "H", "H", "F", "B", "F"],
  "coordinates": [[-1.390, -0.518, 0.115], [3.913, -5.484, 2.778], [3.767, -4.432, 1.677], [4.857, -3.368, 1.873], [3.967, -5.122, 0.320], [2.399, -3.750, 1.705], [2.109, -2.794, 0.738], [0.877, -2.170, 0.758], [0.457, -1.159, -0.141], [1.523, -0.623, -0.932], [2.366, 0.329, -0.367], [3.486, 0.776, -1.044], [3.748, 0.221, -2.301], [2.945, -0.741, -2.901], [1.808, -1.133, -2.185], [0.970, -2.116, -2.684], [3.331, -1.399, -4.233], [2.216, -1.242, -5.288], [4.603, -0.776, -4.818], [3.613, -2.890, -3.985], [4.475, 1.772, -0.441], [4.738, 2.924, -1.420], [3.951, 2.363, 0.867], [5.795, 1.040, -0.157], [-0.080, -2.481, 1.725], [-1.232, -1.766, 1.602], [0.178, -3.419, 2.723], [1.434, -4.031, 2.673], [-0.807, -3.711, 3.856], [-0.313, -4.845, 4.756], [-0.930, -2.440, 4.711], [-2.182, -4.132, 3.313], [4.892, -5.958, 2.695], [3.843, -5.041, 3.773], [3.156, -6.266, 2.692], [5.844, -3.834, 1.875], [4.838, -2.626, 1.071], [4.721, -2.846, 2.822], [4.944, -5.607, 0.287], [3.201, -5.883, 0.157], [3.919, -4.411, -0.507], [2.834, -2.535, -0.023], [2.124, 0.677, 0.630], [4.635, 0.547, -2.823], [1.738, -0.264, -5.229], [2.638, -1.341, -6.289], [1.458, -2.025, -5.208], [4.464, 0.279, -5.067], [5.453, -0.869, -4.141], [4.858, -1.304, -5.737], [2.745, -3.410, -3.583], [3.893, -3.372, -4.924], [4.443, -3.007, -3.286], [3.820, 3.474, -1.634], [5.459, 3.620, -0.988], [5.145, 2.573, -2.368], [2.997, 2.875, 0.713], [3.816, 1.595, 1.633], [4.667, 3.090, 1.253], [6.247, 0.661, -1.075], [6.509, 1.719, 0.314], [5.631, 0.194, 0.514], [1.664, -4.766, 3.429], [0.612, -4.585, 5.275], [-1.068, -5.049, 5.517], [-0.149, -5.765, 4.192], [0.030, -2.201, 5.173], [-1.243, -1.586, 4.111], [-1.664, -2.586, 5.508], [-2.103, -5.072, 2.762], [-2.869, -4.292, 4.148], [-2.611, -3.388, 2.649], [-5.224, 0.401, 0.379], [-5.965, 2.370, 0.204], [-5.485, 3.381, 1.025], [-5.969, 4.668, 0.843], [-6.889, 4.988, -0.065], [-7.366, 4.005, -0.823], [-6.934, 2.686, -0.736], [-3.193, 0.916, 0.100], [-2.364, 0.948, -1.520], [-1.554, 2.490, -2.011], [-0.197, 2.590, -1.713], [0.506, 3.743, -2.021], [-0.140, 4.802, -2.640], [-1.488, 4.702, -2.960], [-2.195, 3.550, -2.652], [-3.607, 0.487, -2.736], [-3.539, -0.743, -3.379], [-4.520, -1.108, -4.291], [-5.572, -0.247, -4.559], [-5.658, 0.975, -3.902], [-4.686, 1.338, -2.987], [-2.076, 1.306, 1.402], [-1.238, 2.889, 1.350], [0.045, 2.985, 1.886], [0.692, 4.211, 1.891], [0.067, 5.327, 1.351], [-1.207, 5.226, 0.807], [-1.867, 4.007, 0.811], [-2.759, 1.079, 3.040], [-2.766, 2.156, 3.927], [-3.355, 2.013, 5.174], [-3.934, 0.804, 5.533], [-3.918, -0.270, 4.654], [-3.328, -0.139, 3.409], [-4.766, 3.178, 1.810], [-5.607, 5.481, 1.464], [-8.126, 4.282, -1.546], [-7.341, 1.936, -1.403], [0.318, 1.759, -1.247], [1.560, 3.807, -1.783], [0.407, 5.703, -2.886], [-1.990, 5.521, -3.459], [-3.238, 3.486, -2.925], [-2.731, -1.428, -3.171], [-4.457, -2.066, -4.789], [-6.333, -0.530, -5.274], [-6.490, 1.641, -4.094], [-4.794, 2.266, -2.441], [0.531, 2.108, 2.301], [1.683, 4.296, 2.316], [0.577, 6.281, 1.352], [-1.688, 6.097, 0.380], [-2.858, 3.921, 0.381], [-2.318, 3.101, 3.649], [-3.362, 2.848, 5.862], [-4.394, 0.696, 6.507], [-4.358, -1.216, 4.939], [-3.292, -0.986, 2.739], [-0.865, -2.730, -3.938], [-0.083, -1.775, -3.450], [-0.423, -0.508, -3.688]],
  "forces_ev_per_angstrom": [[0.3, 0.1, 0.4], [0.0, 0.0, 0.0], [0.0, 0.0, 0.0], [0.0, 0.0, 0.0], [0.0, 0.0, 0.0], [0.0, 0.0, 0.0], [0.1, -0.1, 0.1], [-0.2, 0.1, -0.1], [0.1, -0.2, 0.0], [0.0, 0.1, 0.0], [-0.1, 0.0, 0.1], [0.0, 0.0, -0.1], [0.0, 0.0, 0.0], [0.0, 0.0, 0.0], [0.0, 0.0, -0.1], [0.0, -0.1, -0.1], [-0.1, 0.0, 0.0], [0.0, 0.0, 0.0], [0.0, 0.0, 0.0], [0.1, 0.0, 0.0], [0.0, 0.0, 0.0], [0.0, 0.0, 0.0], [0.0, 0.0, 0.0], [0.0, 0.0, 0.0], [0.0, 0.0, 0.0], [0.0, -0.3, -0.1], [0.1, -0.1, 0.1], [-0.1, 0.0, 0.0], [0.0, 0.0, 0.0], [0.0, 0.0, 0.1], [0.0, 0.0, 0.0], [0.1, 0.0, 0.0], [0.0, 0.0, 0.0], [0.0, 0.0, 0.0], [0.0, 0.0, 0.0], [0.0, 0.0, 0.0], [0.0, 0.0, 0.0], [0.0, 0.0, 0.0], [0.0, 0.0, 0.0], [0.0, 0.0, 0.0], [0.0, 0.0, 0.0], [0.0, 0.0, 0.0], [0.0, 0.0, 0.0], [0.0, 0.0, 0.0], [0.0, 0.0, 0.0], [0.0, 0.0, 0.0], [0.0, 0.0, 0.0], [0.0, 0.0, 0.0], [0.0, 0.0, 0.0], [0.0, 0.0, 0.0], [0.0, 0.0, 0.0], [0.0, 0.0, 0.0], [0.0, 0.0, 0.0], [0.0, 0.0, 0.0], [0.0, 0.0, 0.0], [0.0, 0.0, 0.0], [0.0, 0.0, 0.0], [0.0, 0.0, 0.0], [0.0, 0.0, 0.0], [0.0, 0.0, 0.0], [0.0, 0.0, 0.0], [0.0, 0.0, 0.0], [0.0, 0.0, -0.1], [0.0, 0.0, 0.0], [0.0, 0.0, 0.0], [0.0, 0.0, 0.0], [0.0, 0.0, 0.0], [0.0, 0.0, 0.0], [0.0, 0.0, 0.0], [0.0, 0.0, 0.0], [0.0, 0.0, 0.0], [0.0, 0.1, -0.1], [0.0, 0.0, 0.0], [0.0, -0.1, 0.0], [0.0, 0.0, 0.0], [0.0, 0.0, 0.0], [0.0, 0.0, 0.0], [0.0, 0.0, 0.0], [0.0, 0.1, 0.0], [0.2, 0.0, -0.1], [-0.2, 0.1, 0.0], [-0.1, 0.0, 0.0], [0.0, 0.0, 0.0], [0.0, 0.0, 0.0], [0.0, 0.0, 0.0], [0.0, 0.0, 0.0], [0.0, 0.0, 0.0], [0.0, 0.0, 0.0], [0.0, 0.0, 0.0], [0.0, 0.0, 0.0], [0.0, 0.0, 0.0], [0.0, 0.0, 0.0], [0.0, 0.0, 0.0], [-0.3, 0.2, -0.2], [0.0, 0.0, 0.0], [0.0, 0.0, 0.0], [0.0, 0.0, 0.0], [0.0, 0.0, 0.0], [0.0, 0.0, 0.0], [0.0, 0.0, 0.0], [0.0, 0.1, 0.0], [0.0, 0.0, 0.0], [0.0, 0.0, 0.0], [0.0, 0.0, 0.0], [0.0, 0.0, 0.0], [0.0, 0.0, 0.0], [0.0, 0.0, 0.0], [0.0, 0.0, 0.0], [0.0, 0.0, 0.0], [0.0, 0.0, 0.0], [0.0, 0.0, 0.0], [0.0, 0.0, 0.0], [0.0, 0.0, 0.0], [0.0, 0.0, 0.0], [0.0, 0.0, 0.0], [0.0, 0.0, 0.0], [0.0, 0.0, 0.0], [0.0, 0.0, 0.0], [0.0, 0.0, 0.0], [0.0, 0.0, 0.0], [0.0, 0.0, 0.0], [0.0, 0.0, 0.0], [0.0, 0.0, 0.0], [0.0, 0.0, 0.0], [0.0, 0.0, 0.0], [0.0, 0.0, 0.0], [0.0, 0.0, 0.0], [0.0, 0.0, 0.0], [0.0, 0.0, 0.0], [0.0, 0.0, 0.0], [0.1, 0.1, 0.0], [-0.2, -0.1, 0.0], [0.0, 0.0, 0.0]],
  "lowdin_spin": [2.31, 0.00, 0.00, 0.00, 0.00, 0.02, 0.01, 0.03, 0.11, 0.02, 0.00, 0.00, 0.00, 0.00, 0.00, 0.00, 0.00, 0.00, 0.00, 0.00, 0.00, 0.00, 0.00, 0.00, 0.03, 0.20, 0.01, 0.01, 0.00, 0.00, 0.00, 0.00, 0.00, 0.00, 0.00, 0.00, 0.00, 0.00, 0.00, 0.00, 0.00, 0.00, 0.00, 0.00, 0.00, 0.00, 0.00, 0.00, 0.00, 0.00, 0.00, 0.00, 0.00, 0.00, 0.00, 0.00, 0.00, 0.00, 0.00, 0.00, 0.00, 0.00, 0.00, 0.00, 0.00, 0.00, 0.00, 0.00, 0.00, 0.00, 0.00, 0.00, 0.04, 0.01, 0.00, 0.00, 0.00, 0.00, 0.00, 0.04, 0.07, 0.01, 0.01, 0.00, 0.00, 0.00, 0.00, 0.01, 0.00, 0.00, 0.00, 0.00, 0.00, 0.03, 0.00, 0.00, 0.00, 0.00, 0.00, 0.00, 0.00, 0.00, 0.00, 0.00, 0.00, 0.00, 0.00, 0.00, 0.00, 0.00, 0.01, 0.00, 0.00, 0.00, 0.00, 0.00, 0.00, 0.00, 0.00, 0.00, 0.00, 0.00, 0.00, 0.00, 0.00, 0.00, 0.00, 0.00, 0.00, 0.00, 0.00, 0.01, 0.00]
}

=====

Record 2
{
  "formula": "C58H64GeN9O2P2Rb",
  "method": "wB97M-V/def2-TZVPD",
  "e_tot_ha": -5675.77956,
  "multiplicity": 2,
  "de_lowest_kj_mol": 0.0,
  "homo_energy_ev": [-2.1, -5.6],
  "total_charge": -1,
  "symbols": ["Rb", "C", "P", "C", "C", "C", "C", "C", "C", "C", "P", "C", "C", "H", "H", "H", "H", "H", "H", "H", "H", "H", "H", "H", "H", "H", "H", "H", "H", "N", "C", "N", "C", "N", "N", "C", "N", "C", "C", "C", "C", "C", "N", "H", "H", "H", "H", "H", "H", "H", "H", "C", "C", "C", "C", "C", "N", "H", "H", "H", "H", "H", "H", "H", "H", "H", "O", "C", "N", "C", "O", "C", "C", "C", "C", "C", "C", "H", "H", "H", "H", "C", "C", "C", "C", "C", "C", "Ge", "C", "C", "C", "C", "C", "C", "C", "C", "C", "C", "C", "C", "H", "H", "H", "H", "H", "H", "H", "H", "H", "H", "H", "H", "H", "H", "H", "C", "N", "C", "C", "C", "C", "C", "C", "C", "C", "H", "H", "H", "H", "H", "H", "H", "H", "H", "H", "H", "H"],
  "coordinates": [[-1.225, 1.296, -1.444], [3.970, 1.522, -1.107], [2.338, 2.135, -0.531], [2.322, 3.773, -1.363], [2.709, 2.690, 1.189], [4.006, 2.656, 1.708], [4.281, 3.101, 2.991], [3.259, 3.608, 3.779], [1.968, 3.635, 3.281], [1.668, 3.168, 2.001], [-0.084, 3.153, 1.394], [-0.501, 4.938, 1.515], [-0.945, 2.522, 2.882], [4.757, 2.280, -1.082], [3.842, 1.192, -2.140], [4.277, 0.656, -0.520], [3.240, 4.329, -1.162], [1.468, 4.351, -1.010], [2.196, 3.638, -2.438], [4.820, 2.274, 1.107], [5.297, 3.060, 3.367], [3.464, 3.970, 4.780], [1.171, 4.022, 3.905], [-0.231, 5.364, 2.483], [-1.580, 5.026, 1.374], [0.010, 5.493, 0.726], [-0.817, 3.165, 3.755], [-0.577, 1.522, 3.107], [-2.005, 2.463, 2.636], [-1.792, -1.245, -4.515], [-0.999, -0.284, -5.104], [-0.477, -0.619, -6.296], [0.263, 0.370, -6.828], [0.896, 0.057, -8.021], [0.468, 1.568, -6.336], [-0.112, 1.811, -5.116], [-0.823, 0.846, -4.448], [0.018, 3.111, -4.560], [0.694, 4.149, -5.270], [0.712, 5.419, -4.768], [0.068, 5.698, -3.546], [-0.516, 4.626, -2.889], [-0.539, 3.375, -3.330], [-1.610, -2.178, -4.851], [-1.881, -1.181, -3.513], [0.436, -0.676, -8.536], [1.149, 0.868, -8.560], [1.167, 3.904, -6.209], [1.216, 6.209, -5.314], [0.044, 6.690, -3.117], [-0.975, 4.782, -1.912], [-4.866, -2.548, 0.180], [-4.353, -3.123, -1.143], [-5.161, -2.571, -2.324], [-4.422, -4.657, -1.113], [-2.939, -2.750, -1.337], [-1.839, -2.504, -1.560], [-5.897, -2.874, 0.326], [-4.834, -1.460, 0.157], [-4.266, -2.905, 1.019], [-6.212, -2.836, -2.187], [-4.814, -2.997, -3.266], [-5.061, -1.488, -2.366], [-5.462, -4.964, -0.987], [-3.839, -5.058, -0.283], [-4.043, -5.085, -2.041], [-3.813, 0.265, -1.159], [-4.182, 1.271, -0.543], [-3.442, 1.955, 0.358], [-4.172, 3.037, 0.787], [-3.809, 3.891, 1.578], [-5.532, 3.020, 0.118], [-6.622, 3.854, 0.216], [-7.740, 3.544, -0.559], [-7.743, 2.435, -1.400], [-6.628, 1.601, -1.491], [-5.535, 1.919, -0.715], [-6.604, 4.718, 0.869], [-8.619, 4.175, -0.512], [-8.623, 2.223, -1.995], [-6.617, 0.743, -2.152], [1.134, -2.657, -3.637], [1.391, -1.438, -3.020], [1.586, -1.392, -1.649], [1.534, -2.550, -0.871], [1.273, -3.763, -1.500], [1.071, -3.815, -2.875], [1.965, -2.443, 1.025], [2.079, -4.261, 1.747], [3.298, -4.926, 1.865], [3.359, -6.220, 2.364], [2.196, -6.870, 2.751], [0.974, -6.222, 2.639], [0.918, -4.927, 2.142], [3.775, -1.680, 1.075], [4.627, -2.040, 0.027], [5.944, -1.606, -0.011], [6.434, -0.786, 0.996], [5.599, -0.409, 2.037], [4.285, -0.857, 2.077], [0.983, -2.690, -4.709], [1.428, -0.527, -3.607], [1.804, -0.434, -1.182], [1.233, -4.679, -0.920], [0.870, -4.767, -3.352], [4.214, -4.424, 1.573], [4.316, -6.721, 2.453], [2.242, -7.879, 3.142], [0.063, -6.725, 2.939], [-0.041, -4.426, 2.064], [4.249, -2.651, -0.786], [6.582, -1.895, -0.837], [7.459, -0.437, 0.964], [5.964, 0.241, 2.822], [3.661, -0.541, 2.904], [1.866, 0.366, 4.897], [1.961, -1.028, 5.291], [1.433, -1.236, 6.620], [1.555, -2.002, 4.277], [0.377, -1.623, 3.397], [-0.842, -1.287, 3.988], [-1.930, -0.893, 3.223], [-1.814, -0.830, 1.842], [-0.616, -1.192, 1.250], [0.490, -1.588, 2.001], [2.512, 0.970, 5.538], [0.843, 0.766, 4.973], [2.187, 0.510, 3.866], [2.021, -0.655, 7.335], [1.514, -2.288, 6.895], [0.382, -0.925, 6.740], [1.348, -2.945, 4.789], [2.417, -2.205, 3.635], [-0.938, -1.330, 5.066], [-2.860, -0.619, 3.705], [-2.638, -0.489, 1.227], [-0.554, -1.192, 0.169]],
  "forces_ev_per_angstrom": [[0.4, -0.1, -0.2], [0.0, 0.0, 0.0], [0.0, 0.0, 0.1], [0.0, 0.0, 0.0], [0.0, 0.0, 0.0], [0.0, 0.0, 0.0], [0.0, 0.0, 0.0], [0.0, 0.0, 0.0], [0.0, 0.0, 0.0], [0.0, 0.0, 0.0], [0.1, 0.0, 0.0], [0.0, 0.0, 0.0], [0.0, 0.0, 0.0], [0.0, 0.0, 0.0], [0.0, 0.0, 0.0], [0.0, 0.0, 0.0], [0.0, 0.0, 0.0], [0.0, 0.0, 0.0], [0.0, 0.0, 0.0], [0.0, 0.0, 0.0], [0.0, 0.0, 0.0], [0.0, 0.0, 0.0], [0.0, 0.0, 0.0], [0.0, 0.0, 0.0], [0.0, 0.0, 0.0], [0.0, 0.0, 0.0], [0.0, 0.0, 0.0], [0.0, -0.1, 0.0], [0.0, 0.0, 0.0], [0.0, 0.0, -0.1], [0.1, -0.1, 0.2], [0.0, 0.0, 0.0], [0.0, 0.0, 0.0], [0.0, 0.0, 0.0], [0.0, 0.0, 0.0], [0.0, 0.0, 0.0], [-0.1, 0.1, 0.1], [0.0, 0.0, 0.1], [0.0, 0.0, 0.0], [0.0, 0.0, 0.0], [0.0, 0.0, 0.1], [0.1, -0.1, 0.0], [-0.1, 0.1, 0.0], [0.0, 0.0, 0.0], [0.0, 0.0, 0.0], [0.0, 0.0, 0.0], [0.0, 0.0, 0.0], [0.0, 0.0, 0.0], [0.0, 0.0, 0.0], [0.0, 0.0, 0.0], [0.0, 0.0, 0.0], [0.0, 0.0, 0.0], [0.0, -0.1, 0.0], [0.0, 0.0, 0.1], [0.0, 0.0, 0.0], [0.0, 0.0, -0.1], [0.0, 0.1, 0.1], [0.0, 0.0, 0.0], [0.0, 0.0, 0.0], [0.0, 0.0, 0.0], [0.0, 0.0, 0.0], [0.0, 0.0, 0.0], [0.0, 0.0, 0.0], [0.0, 0.0, 0.0], [0.0, 0.0, 0.0], [0.0, 0.0, 0.0], [-0.2, -0.1, 0.0], [-0.1, 0.0, 0.0], [-0.1, 0.2, 0.0], [0.0, -0.1, 0.0], [0.0, 0.0, 0.0], [0.0, 0.0, 0.0], [0.0, 0.0, 0.0], [0.0, 0.0, 0.0], [0.0, 0.0, 0.0], [0.0, 0.0, 0.0], [0.0, 0.0, 0.0], [0.0, 0.0, 0.0], [0.0, 0.0, 0.0], [0.0, 0.0, 0.0], [0.0, 0.0, 0.0], [0.0, 0.0, 0.0], [0.0, 0.0, 0.0], [0.1, 0.0, 0.0], [0.1, 0.0, 0.0], [0.0, 0.0, 0.0], [0.0, 0.0, 0.0], [0.0, 0.0, 0.0], [0.0, 0.0, 0.0], [0.0, 0.0, 0.0], [0.0, 0.0, 0.0], [0.0, 0.0, 0.0], [0.0, 0.0, 0.0], [0.0, 0.0, 0.0], [0.0, 0.0, 0.0], [0.0, 0.0, 0.0], [0.0, 0.0, 0.0], [0.0, 0.0, 0.0], [0.0, 0.0, 0.0], [0.0, 0.0, 0.0], [0.0, 0.0, 0.0], [0.0, 0.0, 0.0], [0.0, -0.1, 0.0], [0.0, 0.0, 0.0], [0.0, 0.0, 0.0], [0.0, 0.0, 0.0], [0.0, 0.0, 0.0], [0.0, 0.0, 0.0], [0.0, 0.0, 0.0], [0.0, 0.0, 0.0], [0.0, 0.0, 0.0], [0.0, 0.0, 0.0], [0.0, 0.0, 0.0], [0.0, 0.0, 0.0], [0.0, 0.0, 0.0], [0.0, 0.0, 0.0], [0.0, 0.0, 0.0], [0.0, 0.0, 0.0], [0.0, 0.0, 0.0], [0.0, 0.0, 0.1], [0.0, 0.0, 0.0], [0.0, 0.0, 0.0], [-0.1, 0.1, 0.1], [0.0, 0.0, -0.2], [0.1, -0.1, 0.1], [0.0, 0.0, 0.0], [0.0, 0.0, 0.0], [0.0, 0.0, 0.0], [0.0, 0.0, 0.0], [0.0, 0.0, 0.0], [0.0, 0.0, 0.0], [0.0, 0.0, 0.0], [0.0, 0.0, 0.0], [0.0, 0.0, 0.0], [0.0, 0.0, 0.0], [0.0, 0.0, 0.0], [0.0, -0.1, 0.0]],
  "lowdin_spin": [0.00, 0.00, 0.00, 0.00, 0.00, 0.00, 0.00, 0.00, 0.00, 0.00, 0.00, 0.00, 0.00, 0.00, 0.00, 0.00, 0.00, 0.00, 0.00, 0.00, 0.00, 0.00, 0.00, 0.00, 0.00, 0.00, 0.00, 0.00, 0.00, 0.00, 0.02, 0.08, 0.03, 0.00, 0.07, 0.18, 0.08, 0.12, 0.07, 0.04, 0.14, 0.00, 0.14, 0.00, 0.00, 0.00, 0.00, 0.00, 0.00, 0.01, 0.00, 0.00, 0.00, 0.00, 0.00, 0.00, 0.00, 0.00, 0.00, 0.00, 0.00, 0.00, 0.00, 0.00, 0.00, 0.00, 0.00, 0.00, 0.00, 0.00, 0.00, 0.00, 0.00, 0.00, 0.00, 0.00, 0.00, 0.00, 0.00, 0.00, 0.00, 0.00, 0.00, 0.00, 0.00, 0.00, 0.00, 0.00, 0.00, 0.00, 0.00, 0.00, 0.00, 0.00, 0.00, 0.00, 0.00, 0.00, 0.00, 0.00, 0.00, 0.00, 0.00, 0.00, 0.00, 0.00, 0.00, 0.00, 0.00, 0.00, 0.00, 0.00, 0.00, 0.00, 0.00, 0.00, 0.00, 0.00, 0.00, 0.00, 0.00, 0.00, 0.00, 0.00, 0.00, 0.00, 0.00, 0.00, 0.00, 0.00, 0.00, 0.00, 0.00, 0.00, 0.00, 0.00, 0.00]
}